This record from the OMol25 dataset describes a structure of composition C64H144F6Ni2O38S2 in a non-equilibrium geometry. The level of theory is ωB97M-V/def2-TZVPD.

Computed properties:
- Gap between HOMO and LUMO (alpha / beta): 8.35 / 8.24 eV
- LUMO level (alpha / beta): 0.4566 / 0.4413 eV
- DFT total energy: -266552.822 eV
- Expectation value of S²: 6.006
- Spin multiplicity: 5

```
256
Properties=species:S:1:pos:R:3:forces:R:3
Ni 2.547 0.465 1.954 -1.25 0.61 -0.09
Ni 3.951 1.636 -1.314 -0.26 -0.33 0.65
C 6.303 -0.668 1.054 -0.03 1.17 1.34
F 5.221 -1.384 0.738 0.99 -0.45 -0.32
F 6.976 -1.243 2.089 -0.74 0.06 -0.92
F 7.159 -0.538 0.045 -0.25 -0.53 -0.25
S 5.662 0.998 1.603 1.07 0.20 0.10
O 5.272 1.710 0.391 -0.17 -0.30 -0.58
O 4.547 0.579 2.426 -0.41 -0.10 0.34
O 6.738 1.645 2.295 -0.10 -0.28 -0.04
C 2.106 3.320 -5.034 -0.93 0.74 -0.33
F 0.875 3.641 -4.520 1.05 -0.53 -0.75
F 2.055 3.327 -6.391 -0.16 -0.12 1.40
F 2.937 4.291 -4.648 0.05 -0.12 -0.08
S 2.691 1.700 -4.399 2.31 -2.09 0.81
O 2.742 1.942 -2.898 -0.39 0.18 -2.21
O 1.734 0.681 -4.779 0.21 1.23 0.28
O 4.029 1.516 -5.003 -1.97 0.80 0.98
O 2.538 0.769 -0.068 1.80 0.07 -0.78
C 1.266 0.596 -0.579 -2.41 -0.78 0.48
C 0.286 1.099 0.460 0.12 0.35 0.10
O 0.573 0.474 1.667 -0.24 0.21 0.29
H 0.847 -0.456 -0.749 1.39 0.39 0.15
H 1.056 1.099 -1.502 0.38 0.48 -0.78
H -0.750 0.985 0.052 0.40 -0.26 0.52
H 0.420 2.191 0.547 0.00 0.27 0.03
C -3.782 3.877 -11.841 0.22 -0.06 0.82
O -2.848 3.277 -10.940 -1.57 -0.12 -0.09
C -1.489 3.556 -10.953 -0.18 -0.35 -1.71
C -0.916 3.106 -9.643 -0.06 -0.29 -0.79
O -1.294 3.996 -8.621 0.30 -1.34 1.45
C -1.197 3.295 -7.342 1.40 2.49 0.48
C -2.316 2.501 -6.873 -1.70 -2.43 0.98
O -2.448 1.310 -7.679 -0.37 0.02 1.02
C -3.344 0.381 -7.043 0.94 1.12 0.25
H -4.709 3.528 -11.371 -0.16 0.32 -0.61
H -3.754 3.551 -12.914 0.37 0.11 0.84
H -3.743 4.983 -11.764 0.06 -0.44 -0.23
H -1.313 4.607 -11.267 0.21 -0.29 0.64
H -1.070 2.912 -11.754 0.43 0.31 0.21
H 0.157 3.003 -9.841 0.40 0.43 0.65
H -1.262 2.094 -9.387 -0.13 0.29 -0.47
H -1.100 4.112 -6.598 0.21 -0.33 -0.34
H -0.312 2.666 -7.252 0.40 0.17 -0.48
H -3.239 3.063 -6.873 -0.55 0.25 -0.26
H -2.215 2.150 -5.761 0.41 0.81 -1.66
H -3.300 -0.528 -7.589 0.13 -0.87 -0.50
H -4.354 0.760 -7.096 -0.49 0.16 0.24
H -3.027 0.215 -5.995 -0.39 0.01 -0.39
C -2.895 3.997 -2.061 -0.17 -1.07 -1.47
O -2.903 5.216 -1.387 0.35 -0.11 0.83
C -3.916 5.289 -0.416 -1.10 -1.23 0.65
C -3.807 4.401 0.868 -0.31 0.31 -1.18
O -2.824 4.822 1.772 0.27 -0.22 -0.04
C -1.567 4.250 1.494 0.03 -1.81 -0.14
C -0.720 4.175 2.757 -0.38 -0.32 -0.77
O -0.467 5.419 3.315 0.07 0.43 0.91
C 0.322 6.284 2.538 -1.74 0.05 -0.13
H -3.257 3.111 -1.523 0.61 0.21 0.65
H -1.919 3.794 -2.548 -0.34 0.22 0.67
H -3.616 3.995 -2.878 -0.21 0.42 -0.42
H -4.898 4.990 -0.824 0.15 -0.03 -0.39
H -4.044 6.314 -0.146 0.28 0.77 0.34
H -3.695 3.338 0.593 0.27 0.21 0.03
H -4.787 4.419 1.356 0.10 0.40 0.10
H -1.010 4.741 0.687 -0.21 0.39 0.06
H -1.697 3.184 1.095 0.12 1.07 0.64
H 0.206 3.689 2.439 0.34 -0.28 0.18
H -1.198 3.588 3.554 -0.01 0.00 -0.35
H -0.275 6.690 1.703 0.45 -0.35 -0.19
H 1.220 5.785 2.240 0.79 -0.10 -0.47
H 0.482 7.121 3.172 0.70 0.74 0.54
C 4.912 4.463 6.353 0.24 -0.38 -0.69
O 3.530 4.586 6.080 0.20 0.27 -0.09
C 2.843 5.469 6.935 0.13 -0.48 0.31
C 1.378 5.158 6.884 0.20 -1.46 -0.22
O 1.200 3.894 7.521 -0.21 -0.02 0.43
C -0.041 3.534 8.098 0.35 -2.39 -0.67
C -0.897 2.626 7.147 0.58 1.37 -0.74
O -2.112 2.393 7.809 -0.18 -0.16 -0.32
C -2.828 1.287 7.299 -0.28 -0.71 -0.23
H 5.505 5.423 6.292 -0.69 -0.82 -0.19
H 5.251 3.703 5.600 0.15 0.88 0.72
H 5.042 4.046 7.352 0.17 -0.03 0.15
H 2.962 6.473 6.591 0.31 1.06 -0.25
H 3.240 5.395 7.960 -0.22 -0.03 -0.12
H 1.076 5.061 5.839 -0.15 0.28 -0.15
H 0.816 5.936 7.350 -0.56 0.60 0.51
H -0.700 4.306 8.361 -0.53 1.72 0.41
H 0.181 2.947 9.031 -0.17 0.49 -0.85
H -0.381 1.696 6.956 0.28 -0.43 -0.02
H -1.042 3.136 6.106 0.10 -0.61 1.62
H -2.571 0.331 7.815 -0.19 0.67 0.08
H -2.620 1.062 6.238 0.03 0.50 0.13
H -3.906 1.501 7.383 0.45 -0.19 0.14
C -1.652 -1.672 0.721 -1.55 -1.50 0.53
O -2.795 -1.241 1.447 -0.27 -0.43 0.61
C -2.669 0.067 1.949 0.73 0.43 -0.86
C -3.954 0.473 2.591 -0.12 -0.74 0.55
O -4.940 0.547 1.571 -0.16 0.52 0.04
C -6.234 0.892 2.030 0.40 1.42 0.28
C -7.216 1.037 0.880 -0.52 0.44 1.35
O -6.812 2.068 0.001 0.48 -0.86 0.33
C -7.863 2.676 -0.707 0.51 -0.99 -0.40
H -1.642 -1.131 -0.194 0.40 0.29 -1.01
H -1.811 -2.766 0.551 0.15 0.96 -0.13
H -0.770 -1.519 1.297 1.01 0.30 0.35
H -2.516 0.740 1.098 0.14 0.20 -0.05
H -1.759 0.160 2.576 -0.49 0.05 0.06
H -3.801 1.377 3.242 -0.49 -0.40 -0.81
H -4.224 -0.381 3.214 -0.21 0.10 0.60
H -6.150 1.887 2.581 -0.30 -1.15 -0.36
H -6.683 0.110 2.662 0.36 0.12 0.32
H -8.192 1.328 1.383 0.76 -0.29 -0.55
H -7.357 0.000 0.518 0.05 0.60 -0.96
H -8.282 1.974 -1.413 -0.56 -0.55 -0.18
H -7.409 3.407 -1.366 -0.16 0.73 0.49
H -8.625 2.972 0.004 -0.29 0.73 -0.15
C 2.555 -2.339 0.837 0.28 0.69 -1.57
O 2.460 -1.548 1.980 -0.54 -0.41 1.13
C 2.341 -2.189 3.283 0.55 0.52 -1.31
C 1.598 -1.213 4.158 -0.61 -0.33 0.19
O 2.184 0.072 4.076 0.75 0.39 -0.12
C 1.349 1.153 4.550 0.20 -0.08 -0.10
C 2.183 2.458 4.392 0.28 -1.68 1.06
O 2.598 2.526 3.089 0.58 -0.11 -3.49
C 3.524 3.575 2.653 -0.88 -1.25 1.45
H 3.291 -3.121 0.951 0.06 -0.52 0.07
H 2.931 -1.618 0.085 -0.21 -0.62 0.18
H 1.592 -2.708 0.457 0.06 -0.15 0.49
H 3.398 -2.318 3.556 -0.38 -0.30 0.60
H 1.790 -3.147 3.218 0.33 0.40 -0.03
H 1.635 -1.661 5.187 -0.39 0.75 -0.54
H 0.583 -1.061 3.743 0.11 -0.62 0.46
H 1.204 0.965 5.620 -0.27 0.26 -0.10
H 0.384 1.108 3.968 0.93 0.37 0.48
H 3.057 2.403 5.073 -0.47 0.05 -0.14
H 1.598 3.312 4.628 -0.69 0.83 0.57
H 4.480 3.350 3.123 0.30 0.18 -0.28
H 3.126 4.475 3.067 -0.05 1.00 0.16
H 3.565 3.626 1.565 -0.02 -0.40 0.23
C -1.074 -4.672 -1.433 -0.17 0.38 -0.67
O -2.200 -5.272 -0.835 1.00 -0.19 0.96
C -3.337 -5.333 -1.613 -0.58 0.49 0.19
C -4.015 -3.984 -1.930 0.60 -0.89 -0.20
O -4.188 -3.097 -0.851 0.70 0.06 -0.29
C -4.751 -3.595 0.308 -0.60 -1.21 0.74
C -6.244 -3.744 0.189 1.62 -0.18 -2.10
O -6.453 -5.066 -0.322 -0.14 0.19 1.40
C -7.824 -5.185 -0.468 -1.44 -0.11 -0.18
H -1.122 -3.594 -1.352 0.12 0.46 0.36
H -1.024 -4.794 -2.530 -0.03 -0.59 0.43
H -0.179 -5.055 -0.938 -0.08 0.02 -0.10
H -4.082 -5.881 -1.055 -0.07 -0.39 0.41
H -3.125 -5.953 -2.484 -0.21 0.36 -0.68
H -4.941 -4.350 -2.355 -0.69 0.49 -0.36
H -3.460 -3.386 -2.628 0.24 0.09 -0.68
H -4.520 -2.953 1.106 0.46 1.37 0.85
H -4.344 -4.560 0.623 0.15 -0.12 -0.25
H -6.488 -3.022 -0.627 -0.56 -0.16 0.70
H -6.782 -3.563 1.096 -0.46 0.04 0.61
H -8.450 -4.895 0.428 0.84 -0.34 -0.59
H -8.138 -6.159 -0.819 0.30 -0.47 0.23
H -8.060 -4.516 -1.268 -0.91 0.72 -0.62
C -3.480 -2.759 6.724 -0.72 -0.19 0.99
O -3.523 -3.684 5.675 -0.19 -1.00 1.09
C -3.088 -3.111 4.506 -2.05 1.58 -1.87
C -1.655 -3.164 4.266 2.24 0.93 1.83
O -1.003 -4.376 4.055 0.33 -0.44 1.44
C -1.052 -4.778 2.720 -1.50 0.24 0.39
C -0.097 -5.863 2.427 -0.21 -0.11 -0.02
O 1.206 -5.346 2.327 -0.40 0.53 0.31
C 2.148 -6.345 2.139 1.15 0.26 -0.89
H -2.697 -2.058 6.614 1.29 0.61 -0.06
H -3.427 -3.177 7.748 0.08 -0.40 -0.81
H -4.369 -2.162 6.688 -0.92 0.47 0.06
H -3.331 -1.983 4.475 0.16 -1.33 0.11
H -3.658 -3.501 3.628 0.25 -0.13 0.69
H -1.145 -2.644 5.135 -0.33 -0.75 -0.64
H -1.481 -2.508 3.455 0.34 0.87 -1.32
H -0.828 -3.870 2.187 -0.09 0.05 -1.19
H -2.084 -5.166 2.552 0.52 0.35 -0.59
H -0.424 -6.264 1.452 0.27 -0.43 0.31
H -0.193 -6.581 3.263 0.22 -0.20 -0.50
H 2.273 -6.977 2.994 0.06 -0.35 0.97
H 3.118 -5.835 1.915 -0.78 -0.65 -0.09
H 1.825 -7.026 1.340 0.30 0.16 -0.33
C -0.537 -4.247 -5.051 -0.37 0.66 -0.55
O -0.418 -3.003 -4.370 0.26 -0.35 -1.46
C -0.782 -1.968 -5.320 2.45 1.06 2.04
C -0.918 -0.691 -4.473 -0.16 -0.05 -1.30
O -2.064 -0.866 -3.697 -0.21 -0.66 -0.70
C -2.220 0.086 -2.715 -0.08 0.26 1.20
C -3.620 -0.107 -2.168 0.43 -0.35 0.65
O -4.486 0.372 -3.167 -0.55 -0.55 -0.54
C -5.785 -0.151 -2.985 -0.27 1.50 0.23
H -0.238 -5.050 -4.427 0.42 -0.61 0.79
H 0.055 -4.321 -5.986 -0.15 0.33 0.35
H -1.594 -4.398 -5.295 -0.04 -0.17 -0.20
H -1.667 -2.286 -5.801 -1.21 0.10 -0.67
H 0.040 -1.764 -6.050 -0.49 -0.51 0.30
H -1.035 0.178 -5.186 0.20 -0.53 0.70
H -0.022 -0.507 -3.845 -0.36 -0.27 -0.41
H -2.227 1.103 -3.143 0.52 -0.01 0.14
H -1.402 -0.077 -1.951 -0.79 0.65 -0.46
H -3.841 0.517 -1.303 0.43 0.00 0.62
H -3.784 -1.174 -1.859 0.00 0.85 -0.52
H -6.458 0.471 -3.596 0.08 -0.01 0.45
H -6.048 -0.095 -1.900 -0.15 -0.18 -0.76
H -5.884 -1.134 -3.393 0.13 -1.06 0.08
C 4.186 -1.339 -2.399 0.24 1.07 -0.74
O 4.868 -0.068 -2.086 -0.84 -0.37 0.67
C 6.030 0.227 -2.857 1.02 -1.85 0.17
C 6.725 1.454 -2.323 -1.16 2.04 -0.66
O 5.643 2.484 -2.379 0.49 -0.54 1.11
C 5.962 3.744 -1.717 -0.43 -2.25 -0.07
C 4.673 4.421 -1.514 -1.25 2.00 -0.84
O 3.697 3.722 -0.796 0.80 -2.69 0.53
C 2.395 4.230 -0.766 0.07 2.79 -0.12
H 3.141 -1.356 -2.042 0.59 0.61 -0.28
H 4.690 -2.165 -1.951 0.62 -0.49 0.57
H 4.267 -1.455 -3.482 -0.47 -0.03 0.00
H 5.756 0.368 -3.908 -0.03 0.10 0.18
H 6.722 -0.664 -2.768 -0.50 0.88 -0.20
H 7.457 1.831 -3.051 0.13 -0.53 0.21
H 7.150 1.471 -1.310 -0.30 -0.50 -0.34
H 6.502 4.312 -2.436 0.87 0.73 -0.25
H 6.490 3.545 -0.786 0.18 0.06 -0.03
H 4.287 4.735 -2.494 -0.21 -0.36 0.02
H 4.853 5.345 -1.001 0.29 0.80 0.50
H 2.474 5.228 -0.226 -0.51 -0.98 -0.49
H 1.684 3.588 -0.273 0.29 -0.49 0.28
H 2.063 4.423 -1.783 -0.22 0.01 -0.15
C 8.675 -5.320 2.865 1.15 -1.56 0.94
O 7.764 -6.217 2.253 -0.24 0.73 0.51
C 6.448 -5.944 2.748 1.16 1.45 0.69
C 5.875 -4.644 2.162 -1.24 -2.50 0.17
O 5.181 -5.012 0.988 -0.53 0.68 0.23
C 5.957 -4.953 -0.167 -1.22 0.70 -0.71
C 5.138 -5.575 -1.263 1.07 0.64 -0.63
O 4.064 -4.728 -1.623 -0.40 0.13 0.54
C 2.909 -5.361 -2.169 0.09 0.04 1.20
H 8.802 -4.344 2.439 -0.37 0.59 -0.64
H 9.680 -5.801 2.870 -0.67 0.27 -0.10
H 8.362 -5.213 3.910 0.29 0.24 0.04
H 6.423 -5.812 3.872 0.32 -0.61 -0.89
H 5.878 -6.777 2.422 -0.89 -0.62 -0.03
H 6.623 -3.926 1.958 0.73 1.00 0.02
H 5.111 -4.313 2.857 -0.03 0.59 0.15
H 6.851 -5.522 -0.043 0.96 -0.26 -0.02
H 6.139 -3.910 -0.462 0.39 0.03 0.23
H 4.902 -6.561 -0.871 -0.75 -0.29 -0.43
H 5.836 -5.632 -2.114 -0.28 -0.52 -0.08
H 2.959 -5.348 -3.238 0.10 -0.42 -0.81
H 1.976 -4.825 -1.900 0.73 -0.05 0.16
H 2.880 -6.362 -1.725 -0.40 -0.06 -0.51
```
Forces are in eV/Å.

Results of the Löwdin charge analysis, in e, for atoms 1 through 4: number 1, Ni, carries 0.73; number 2, Ni, carries 0.74; number 3, C, carries -0.61; number 4, F, carries 0.14